{"formula": "C5H20O5", "method": "ωB97M-V/def2-TZVPD", "elements": ["C", "O", "H", "H", "H", "H", "C", "O", "H", "H", "H", "H", "C", "O", "H", "H", "H", "H", "C", "O", "H", "H", "H", "H", "C", "O", "H", "H", "H", "H"], "positions_angstrom": [[-0.37067, -0.74532, -0.06054], [0.02131, -1.54227, -1.18106], [0.43760, -0.67527, 0.66740], [-0.42836, 0.30082, -0.36114], [-1.32104, -1.11751, 0.32205], [-0.57829, -1.45054, -1.92515], [-0.94774, 3.19237, 2.71289], [-0.57756, 2.42069, 1.59570], [-0.16349, 3.93048, 2.88095], [-1.83375, 3.78241, 2.47852], [-1.02830, 2.74643, 3.70422], [0.13169, 1.81573, 1.82503], [-1.30277, 2.11840, -3.04152], [-1.73008, 1.35344, -4.18307], [-0.35335, 2.56632, -3.33490], [-2.08724, 2.80905, -2.73215], [-1.18868, 1.36468, -2.26243], [-1.78145, 1.99981, -4.89100], [1.03675, -4.40342, -2.32326], [1.59836, -5.18695, -3.36580], [1.80307, -4.06898, -1.62398], [0.72744, -3.44709, -2.74499], [0.24392, -4.93409, -1.79608], [1.65604, -6.11341, -3.12097], [1.07451, 0.50263, 4.02662], [1.60960, 0.73806, 2.75487], [1.82648, 0.67381, 4.79691], [0.19642, 1.10252, 4.26574], [0.77322, -0.54489, 4.02132], [2.55629, 0.81207, 2.89595]], "forces_ev_per_a": [[0.1, 0.5, -1.0], [0.7, -0.3, 0.4], [-0.1, -0.9, 0.1], [-0.6, 0.2, -0.1], [0.1, 0.2, 0.4], [-0.2, 0.3, 0.2], [0.9, 1.4, 0.0], [-0.8, -0.5, 0.0], [0.2, 0.4, 0.0], [-0.2, -0.4, 0.0], [-0.5, -0.8, -0.3], [0.3, 0.0, 0.2], [-0.2, -1.2, -0.6], [-0.2, 0.4, 0.0], [0.0, 0.4, 0.7], [0.3, 0.3, 0.0], [0.3, 0.4, 0.2], [-0.1, -0.2, -0.3], [0.6, 0.3, 0.0], [0.0, 0.0, -0.4], [0.1, -0.4, 0.4], [-0.5, -0.4, -0.2], [-0.2, 0.3, 0.0], [0.0, 0.1, 0.2], [-0.3, -1.0, 0.8], [0.4, 0.8, -0.6], [-0.1, -0.1, 0.2], [0.1, 0.2, -0.3], [-0.1, -0.1, 0.6], [0.0, 0.1, -0.5]], "smiles": "CO.CO.CO.CO.CO", "de_lowest_ev": 2.413, "total_charge": 0, "homo_lumo_gap_ev": 10.43, "homo_ha": -0.364}



{"formula": "C5H20O5", "method": "ωB97M-V/def2-TZVPD", "elements": ["C", "O", "H", "H", "H", "H", "C", "O", "H", "H", "H", "H", "C", "O", "H", "H", "H", "H", "C", "O", "H", "H", "H", "H", "C", "O", "H", "H", "H", "H"], "positions_angstrom": [[0.61066, -2.77845, -1.70542], [1.40754, -1.66639, -1.32622], [0.36587, -3.31453, -0.78847], [-0.29534, -2.52117, -2.25413], [1.25363, -3.37088, -2.35635], [2.30076, -1.94933, -1.11719], [1.78190, -2.49162, 1.81153], [2.06282, -2.58283, 3.20706], [2.44517, -3.23733, 1.37326], [0.80294, -2.85509, 1.49905], [2.01344, -1.50754, 1.40399], [3.01639, -2.60118, 3.31649], [-0.38061, -0.23801, 3.17957], [-0.62587, 0.94318, 2.40311], [0.69283, -0.37458, 3.31066], [-0.93156, -0.00337, 4.09033], [-0.83246, -1.15558, 2.80274], [-0.57794, 0.72861, 1.46862], [-1.85929, 4.26476, -2.64085], [-1.29763, 5.33089, -1.90831], [-2.52240, 3.61458, -2.07018], [-2.48397, 4.65105, -3.44624], [-1.08667, 3.66863, -3.12642], [-1.81233, 5.45459, -1.10745], [-0.88610, 0.87911, -1.09701], [-0.10161, 0.18359, -0.18658], [-0.35348, 1.67411, -1.61892], [-1.42288, 0.31580, -1.86033], [-1.68934, 1.41602, -0.59240], [0.40549, -0.47715, -0.66393]], "forces_ev_per_a": [[0.9, -0.9, 0.1], [-0.4, 1.1, -0.1], [-0.3, -0.4, -0.3], [0.2, 0.5, 0.2], [-0.5, -0.5, 0.0], [0.0, 0.0, -0.1], [1.4, -1.1, -0.1], [-1.2, 0.6, 0.1], [0.1, 0.2, -0.7], [-0.3, 0.4, 0.7], [-0.2, 0.1, -0.1], [0.1, 0.0, 0.0], [-2.3, 1.1, 0.4], [0.4, -1.0, 2.1], [0.7, 0.0, 0.2], [0.8, 0.0, 0.5], [0.3, 0.1, -1.0], [0.5, -0.7, -2.8], [-0.5, 0.1, -0.7], [0.2, -0.3, 0.3], [0.2, -0.1, 0.3], [-0.1, 0.1, -0.2], [0.2, 0.0, 0.2], [0.0, 0.1, -0.1], [-1.3, 1.8, -1.0], [-0.8, 0.3, 1.4], [0.4, -0.1, 0.0], [0.4, -0.7, 0.1], [0.0, -0.1, 0.4], [1.1, -0.7, -0.1]], "de_lowest_ev": 0.648, "total_charge": 1, "homo_lumo_gap_ev": [9.67, 2.85], "multiplicity": 2, "homo_ha": [-0.460, -0.460]}